No. 1
ORCA calculation (ωB97M-V/def2-TZVPD) on a cluster of 2 separate species, C3H9NO2S in total.

Element x y z (Å)
H: 1.28 -2.04 0.98
C: 0.44 -0.70 -0.42
H: -2.01 2.63 -0.14
H: -3.42 1.00 0.78
O: 2.51 0.18 0.93
O: 1.13 1.75 -0.51
N: -1.59 1.73 0.11
H: 0.95 -2.83 -0.58
S: 1.77 0.30 -0.30
H: -1.92 -0.09 0.86
H: 2.76 0.62 -1.28
C: 0.60 -2.08 0.13
C: -2.36 0.86 0.60
H: -0.37 -2.42 0.50
H: 0.17 1.73 -0.24
H: 0.06 -0.64 -1.43

Results
- LUMO (eV) = 0.83
- E_tot (Ha) = -722.99295

Löwdin population analysis, charges in e, atoms 1 to 4: H 0.059; C -0.405; H 0.074; H 0.075

=====

No. 2
ORCA calculation (ωB97M-V/def2-TZVPD) on the molecule C4H8N2O2.

Element x y z (Å)
N: 1.50 -2.28 0.09
H: 0.59 1.92 -1.15
H: -0.26 -1.24 0.67
C: 0.77 -1.02 0.43
C: -2.13 0.73 -0.02
H: -0.74 1.15 1.48
C: 0.97 0.09 -0.59
C: -0.84 1.48 0.45
H: -2.11 -0.20 -0.59
N: 0.25 1.23 -0.49
O: -3.17 1.13 0.44
O: 1.83 -0.07 -1.44
H: -1.09 2.53 0.34
H: 0.85 -2.86 -0.42
H: 1.33 -0.67 1.31
H: 2.25 -1.94 -0.52

Results
- LUMO (eV) = 0.55
- E_tot (Ha) = -417.18987

Löwdin population analysis, charges in e, atoms 1 to 4: N 0.005; H 0.156; H 0.100; C -0.188

=====

No. 3
ORCA calculation (ωB97M-V/def2-TZVPD) on a structure of composition C3H14NOPbS.

Element x y z (Å)
H: 0.64 0.50 3.01
H: 0.44 -1.84 3.12
H: -0.60 -2.88 2.09
C: 0.19 0.78 2.04
C: -0.94 2.07 -1.03
C: -0.49 -1.89 2.55
H: -1.64 1.57 -0.34
H: 1.25 -1.29 -1.25
H: -1.37 -1.66 3.16
Pb: -0.42 0.67 -2.77
H: 1.30 -1.83 -2.87
H: -0.05 2.43 -0.51
H: -1.93 -0.26 -2.35
H: 0.45 1.65 -4.02
H: 0.90 1.33 1.41
H: 2.27 -0.61 -2.38
O: 1.06 -1.23 0.58
S: -0.24 -0.75 1.18
H: -1.44 2.90 -1.55
H: -0.73 1.36 2.17
N: 1.36 -1.03 -2.25

Results
- LUMO (eV) = -4.46
- net charge = +1
- E_tot (Ha) = -843.35606

Löwdin population analysis, charges in e, atoms 1 to 4: H 0.064; H 0.063; H 0.063; C -0.242

=====

Kohn-Sham gap: 8.92; 10.26; 8.14 (eV)